[1]
A structure of composition C15H39ClGaO6 at a distorted geometry. Source: the OMol25 dataset; level of theory: ωB97M-V/def2-TZVPD.

Values from the calculation:
**Net charge**: -1
**Molar mass**: 420.6 g/mol
**Kohn-Sham gap**: 7.122 eV
**Total energy**: -3431.16943 hartree
**Spin multiplicity**: 1

Element x y z (Å)
Cl  1.842  3.160  8.227
C  0.905  2.883  6.692
C  0.031  1.609  6.709
C  0.380  0.669  5.499
Ga  0.258  1.579  3.650
H  1.640  2.806  5.889
H  0.288  3.748  6.440
H  -1.033  1.867  6.643
H  0.176  1.017  7.626
H  -0.369  -0.142  5.532
H  1.378  0.236  5.684
H  0.404  3.175  3.914
H  -1.165  1.386  2.925
H  1.501  1.055  2.761
C  -3.696  0.763  1.555
O  -2.943  1.331  0.495
C  -3.147  0.675  -0.744
C  -4.149  1.412  -1.618
O  -5.449  1.435  -1.041
C  -5.714  2.637  -0.339
H  -3.745  1.489  2.364
H  -4.715  0.514  1.245
H  -3.196  -0.137  1.924
H  -3.456  -0.363  -0.587
H  -2.183  0.663  -1.262
H  -4.234  0.883  -2.573
H  -3.805  2.430  -1.824
H  -6.004  3.424  -1.044
H  -4.856  2.970  0.245
H  -6.547  2.451  0.339
C  -0.284  -1.683  -2.434
O  -1.197  -1.161  -3.394
C  -0.596  -0.222  -4.270
C  -0.201  -0.853  -5.595
O  0.804  -1.844  -5.436
C  0.278  -3.159  -5.377
H  -0.708  -2.603  -2.033
H  0.690  -1.909  -2.869
H  -0.156  -0.967  -1.617
H  0.267  0.254  -3.793
H  -1.342  0.555  -4.466
H  0.218  -0.075  -6.240
H  -1.077  -1.274  -6.099
H  0.069  -3.522  -6.388
H  -0.631  -3.211  -4.776
H  1.033  -3.801  -4.923
C  4.597  -2.028  1.369
O  5.346  -1.491  0.287
C  5.094  -2.150  -0.944
C  4.085  -1.395  -1.794
O  2.810  -1.347  -1.178
C  2.575  -0.132  -0.472
H  4.586  -1.289  2.168
H  3.567  -2.247  1.086
H  5.077  -2.942  1.737
H  4.764  -3.179  -0.772
H  6.045  -2.188  -1.485
H  3.962  -1.927  -2.743
H  4.443  -0.385  -2.016
H  2.270  0.650  -1.175
H  3.450  0.202  0.084
H  1.762  -0.303  0.232

=====

[2]
An isolated molecule of C21H27ClN2O5. Source: the OMol25 dataset; level of theory: ωB97M-V/def2-TZVPD.

Values from the calculation:
**Net charge**: 0
**Molar mass**: 422.9 g/mol
**Kohn-Sham gap**: 9.753 eV
**Total energy**: -1762.27398 hartree
**SMILES**: COc1c(C)cc(C(=O)NCCCOCCNC(=O)C#C[C@H]2CCOC2)cc1Cl
**Spin multiplicity**: 1

Element x y z (Å)
C  3.186  0.133  -6.496
O  1.839  0.129  -6.024
C  1.726  0.377  -4.684
C  1.618  -0.694  -3.795
C  1.639  -2.106  -4.308
C  1.473  -0.425  -2.442
C  1.402  0.880  -1.969
C  1.214  1.072  -0.494
O  1.634  0.254  0.310
N  0.532  2.184  -0.123
C  0.155  2.449  1.254
C  -1.315  2.825  1.377
C  -1.720  2.995  2.827
O  -1.635  1.728  3.444
C  -1.874  1.738  4.830
C  -2.078  0.299  5.267
N  -3.322  -0.269  4.780
C  -3.532  -0.682  3.489
O  -4.629  -0.645  2.969
C  -2.367  -1.203  2.785
C  -1.443  -1.621  2.143
C  -0.351  -2.069  1.295
C  0.207  -3.466  1.590
C  0.949  -3.761  0.292
O  0.233  -3.079  -0.747
C  -0.754  -2.227  -0.173
C  1.502  1.942  -2.857
C  1.668  1.683  -4.207
Cl  1.790  3.010  -5.318
H  3.142  -0.096  -7.557
H  3.647  1.112  -6.352
H  3.779  -0.627  -5.981
H  1.407  -2.800  -3.502
H  0.911  -2.235  -5.108
H  2.616  -2.366  -4.720
H  1.396  -1.248  -1.743
H  0.106  2.738  -0.846
H  0.364  1.543  1.821
H  0.776  3.249  1.669
H  -1.517  3.759  0.843
H  -1.936  2.045  0.930
H  -1.054  3.709  3.332
H  -2.744  3.382  2.901
H  -1.025  2.182  5.366
H  -2.769  2.333  5.062
H  -1.250  -0.306  4.898
H  -2.074  0.240  6.356
H  -4.167  0.124  5.172
H  0.463  -1.341  1.349
H  0.857  -3.487  2.463
H  -0.612  -4.170  1.744
H  1.972  -3.374  0.325
H  0.981  -4.824  0.052
H  -1.744  -2.687  -0.254
H  -0.760  -1.278  -0.711
H  1.488  2.971  -2.522

=====

[3]
An isolated molecule of C3H6BrF at a distorted geometry. Source: the OMol25 dataset; level of theory: ωB97M-V/def2-TZVPD.

Values from the calculation:
**Net charge**: 0
**Molar mass**: 141.0 g/mol
**Kohn-Sham gap**: 11.172 eV
**Total energy**: -2791.74605 hartree
**SMILES**: CC(C)(F)Br
**Spin multiplicity**: 1

Element x y z (Å)
C  0.456  0.492  -1.312
C  0.155  -0.216  1.287
C  -0.464  -0.269  -0.072
F  -0.470  -1.580  -0.403
Br  -2.392  0.335  0.059
H  -0.333  0.845  -2.066
H  0.991  1.259  -0.922
H  1.058  -0.272  -1.609
H  -0.185  -0.968  1.972
H  0.033  0.677  1.749
H  1.152  -0.304  1.316

=====

[4]
A structure of composition C40H39CsN9O6PSSe at a distorted geometry. Source: the OMol25 dataset; level of theory: ωB97M-V/def2-TZVPD.

Values from the calculation:
**Net charge**: -2
**Molar mass**: 1016.7 g/mol
**Kohn-Sham gap**: 5.468 eV
**Total energy**: -5653.15141 hartree
**Spin multiplicity**: 1

Element x y z (Å)
Cs  -2.448  2.834  0.349
O  5.778  4.530  2.484
C  4.626  3.718  2.510
C  4.709  2.428  3.033
C  3.520  1.678  3.025
N  2.357  2.242  2.733
C  2.289  3.471  2.155
C  3.456  4.247  2.008
C  0.930  4.106  1.655
O  0.920  4.781  0.589
O  -0.069  3.807  2.377
C  3.577  0.089  3.244
O  2.600  -0.630  2.975
O  4.688  -0.278  3.678
H  6.419  4.092  3.073
H  5.657  1.941  3.320
H  3.378  5.286  1.650
S  -4.683  3.949  -2.234
C  -5.696  4.355  -0.887
C  -6.384  3.289  -0.376
C  -5.998  2.045  -0.913
C  -5.094  2.218  -1.917
C  -4.364  1.278  -2.840
C  -4.530  1.385  -4.229
C  -3.833  0.542  -5.082
C  -2.988  -0.359  -4.477
C  -2.922  -0.486  -3.099
N  -3.625  0.332  -2.298
H  -5.805  5.385  -0.620
H  -7.176  3.359  0.372
H  -5.191  2.145  -4.581
H  -3.880  0.567  -6.167
H  -2.341  -0.996  -5.107
H  -2.267  -1.173  -2.598
Se  -3.945  -1.755  8.074
N  -5.137  -1.417  6.725
C  -4.368  -0.973  5.731
C  -4.919  -0.635  4.412
C  -6.252  -0.706  4.072
C  -6.689  -0.283  2.792
C  -5.770  0.310  1.950
N  -4.490  0.458  2.277
C  -4.041  -0.003  3.473
C  -2.559  0.101  3.763
N  -1.776  0.693  2.826
C  -0.485  0.861  3.117
C  0.114  0.529  4.332
C  -0.677  -0.027  5.313
C  -2.037  -0.230  4.994
C  -2.925  -0.844  5.963
N  -2.477  -1.245  7.160
H  -6.907  -1.165  4.809
H  -7.782  -0.383  2.497
H  -6.039  0.725  0.971
H  0.126  1.292  2.347
H  1.180  0.700  4.388
H  -0.398  -0.355  6.275
O  0.127  -1.763  -2.303
P  1.587  -1.634  -2.256
N  2.245  -0.178  -2.809
C  2.597  0.953  -1.897
C  2.249  2.242  -2.604
C  2.207  1.811  -4.066
C  1.885  0.342  -4.121
N  2.172  -1.877  -0.713
C  1.602  -2.990  0.035
C  2.677  -3.391  1.048
C  3.981  -2.606  0.719
C  3.463  -1.430  -0.190
N  2.134  -2.747  -3.353
C  1.298  -3.570  -4.214
C  2.050  -4.921  -4.126
C  3.534  -4.535  -3.984
C  3.556  -3.081  -3.430
H  3.687  0.932  -1.716
H  2.134  0.871  -0.904
H  2.955  3.065  -2.340
H  1.298  2.673  -2.309
H  3.141  2.016  -4.505
H  1.459  2.340  -4.643
H  2.549  -0.119  -4.921
H  0.771  0.212  -4.346
H  1.443  -3.833  -0.642
H  0.669  -2.688  0.500
H  2.752  -4.479  1.062
H  2.411  -3.157  2.034
H  4.726  -3.228  0.282
H  4.392  -2.145  1.570
H  4.187  -1.329  -1.031
H  3.405  -0.491  0.380
H  1.349  -3.161  -5.236
H  0.236  -3.578  -3.954
H  1.878  -5.575  -4.955
H  1.708  -5.477  -3.190
H  3.987  -4.499  -4.967
H  4.012  -5.313  -3.385
H  4.132  -2.459  -4.151
H  3.997  -3.029  -2.438

=====

[5]
A cluster of 2 separate species, C3H9BO2 in total at a distorted geometry. Source: the OMol25 dataset; level of theory: ωB97M-V/def2-TZVPD.

Values from the calculation:
**Net charge**: 0
**Molar mass**: 87.9 g/mol
**Kohn-Sham gap**: 7.494 eV
**Total energy**: -295.00522 hartree
**Spin multiplicity**: 1

Element x y z (Å)
B  -1.987  0.076  0.019
C  1.003  0.937  -0.025
C  0.746  -1.401  -0.039
C  0.312  -0.148  -0.731
O  -2.192  -0.968  0.843
O  -2.579  1.215  -0.390
H  0.642  1.119  1.063
H  0.689  1.847  -0.636
H  2.013  0.754  -0.177
H  -0.039  -2.151  0.031
H  1.517  -1.886  -0.723
H  1.186  -1.237  0.909
H  0.496  -0.171  -1.842
H  -3.070  -1.159  1.264
H  -3.450  1.453  0.095

=====

[6]
A structure of composition C19H17N4O8V at a distorted geometry. Source: the OMol25 dataset; level of theory: ωB97M-V/def2-TZVPD.

Values from the calculation:
**Net charge**: +1
**Molar mass**: 480.3 g/mol
**Kohn-Sham gap (spin up / spin down)**: 5.673 / 8.613 eV
**Total energy**: -2499.01902 hartree
**Spin multiplicity**: 4

Element x y z (Å)
V  -1.188  0.014  0.459
O  -2.214  -4.352  1.594
C  -1.657  -3.169  1.380
O  -1.016  -2.887  0.396
C  -1.847  -2.203  2.506
C  -2.361  -2.584  3.742
C  -2.438  -1.634  4.755
C  -1.982  -0.350  4.511
C  -1.474  -0.042  3.245
N  -1.437  -0.958  2.253
C  -0.909  1.231  2.812
O  -0.752  2.260  3.643
O  -0.528  1.343  1.642
H  -2.066  -4.953  0.844
H  -2.695  -3.598  3.893
H  -2.840  -1.897  5.721
H  -2.037  0.401  5.286
H  -1.122  2.118  4.525
O  4.917  -0.902  -2.401
C  4.574  -1.582  -1.223
C  3.205  -1.175  -0.769
C  2.662  -1.689  0.410
C  1.385  -1.320  0.772
N  0.638  -0.484  0.056
C  1.173  0.070  -1.048
C  2.445  -0.272  -1.495
C  0.310  1.065  -1.677
C  0.695  1.915  -2.709
C  -0.194  2.867  -3.187
C  0.220  3.861  -4.243
O  1.389  3.507  -4.927
C  -1.466  2.909  -2.615
C  -1.772  2.046  -1.581
N  -0.911  1.145  -1.112
H  5.812  -1.141  -2.661
H  5.285  -1.362  -0.414
H  4.572  -2.672  -1.377
H  3.227  -2.366  1.031
H  0.939  -1.709  1.680
H  2.862  0.140  -2.398
H  1.686  1.864  -3.132
H  0.445  4.805  -3.730
H  -0.617  4.054  -4.929
H  1.181  2.860  -5.610
H  -2.201  3.617  -2.965
H  -2.746  2.086  -1.103
O  -2.495  -0.942  -0.588
N  -3.498  -0.383  -0.074
O  -3.161  0.447  0.812

=====

[7]
An isolated molecule of C6H10N2S at a distorted geometry. Source: the OMol25 dataset; level of theory: ωB97M-V/def2-TZVPD.

Values from the calculation:
**Net charge**: 0
**Molar mass**: 142.2 g/mol
**Kohn-Sham gap**: 9.436 eV
**Total energy**: -742.25782 hartree
**SMILES**: Cc1ncsc1CCN
**Spin multiplicity**: 1

Element x y z (Å)
C  1.098  1.974  -0.194
C  1.463  0.512  -0.064
C  2.768  -1.236  -0.443
C  0.651  -0.453  0.429
C  -0.801  -0.180  0.904
C  -1.965  -0.052  -0.121
H  1.125  2.480  0.948
H  0.060  2.128  -0.667
H  1.912  2.500  -0.662
H  3.636  -1.752  -0.738
H  -1.094  -0.942  1.723
H  -0.679  0.639  1.637
H  -1.975  0.877  -0.826
H  -2.758  0.109  0.666
H  -3.252  -1.189  -1.138
H  -2.184  -2.138  -0.263
N  2.751  0.058  -0.445
N  -2.115  -1.308  -0.978
S  1.362  -2.029  0.233

=====

[8]
An isolated molecule of C5H7N3 at a distorted geometry. Source: the OMol25 dataset; level of theory: ωB97M-V/def2-TZVPD.

Values from the calculation:
**Net charge**: 0
**Molar mass**: 109.1 g/mol
**Kohn-Sham gap**: 9.582 eV
**Total energy**: -358.83026 hartree
**SMILES**: C1=NN2C[C@@H]2[C@H]2N[C@@H]12
**Spin multiplicity**: 1

Element x y z (Å)
C  1.319  1.043  0.934
C  0.988  0.714  -0.449
C  -0.423  0.580  -0.714
C  -1.176  -0.634  -0.167
C  -0.474  -1.542  0.765
H  0.472  1.161  1.534
H  2.196  1.723  1.179
H  1.651  1.249  -1.250
H  -1.193  1.420  -0.958
H  -1.529  -0.480  -2.189
H  -2.304  -0.617  -0.095
H  -1.071  -2.278  1.336
N  -0.728  -0.663  -1.520
N  0.766  -1.340  1.138
N  1.507  -0.335  0.455

=====

[9]
A structure of composition C30H35BClO8PPdS3 at a distorted geometry. Source: the OMol25 dataset; level of theory: ωB97M-V/def2-TZVPD.

Values from the calculation:
**Net charge**: -2
**Molar mass**: 803.5 g/mol
**Kohn-Sham gap (spin up / spin down)**: 5.646 / 5.717 eV
**Total energy**: -3915.20912 hartree
**Spin multiplicity**: 1

Element x y z (Å)
Pd  -0.119  0.908  -2.065
Cl  6.057  5.671  -2.349
C  4.911  4.349  -2.368
C  5.384  3.040  -2.453
C  4.496  2.001  -2.462
C  3.071  2.188  -2.418
O  2.302  1.198  -2.421
C  2.634  3.567  -2.369
C  1.240  3.902  -2.395
O  0.288  3.162  -2.619
C  3.567  4.609  -2.313
H  6.450  2.864  -2.500
H  4.865  0.989  -2.522
H  1.040  4.985  -2.211
H  3.224  5.634  -2.261
O  -8.759  1.715  -2.840
C  -7.792  1.290  -1.956
O  -8.162  0.902  -0.866
C  -6.410  1.340  -2.402
C  -6.007  1.807  -3.668
C  -4.692  1.809  -4.041
C  -3.678  1.351  -3.177
S  -2.054  1.393  -3.688
C  -4.074  0.897  -1.903
C  -5.392  0.896  -1.533
H  -8.360  1.968  -3.683
H  -6.735  2.183  -4.381
H  -4.413  2.169  -5.019
H  -3.291  0.560  -1.231
H  -5.687  0.557  -0.551
C  0.251  0.846  7.035
C  0.154  -0.117  5.848
C  1.378  -1.044  5.884
C  -1.114  -0.963  6.034
C  0.120  0.606  4.504
C  0.212  1.990  4.394
C  0.212  2.656  3.172
C  0.112  1.895  2.025
O  0.058  2.249  0.729
B  -0.106  1.065  -0.037
O  -0.114  -0.009  0.881
C  0.008  0.498  2.119
C  0.013  -0.151  3.334
H  0.283  0.280  7.966
H  -0.613  1.507  7.072
H  1.154  1.449  6.976
H  1.394  -1.618  6.811
H  2.293  -0.459  5.824
H  1.363  -1.734  5.046
H  -1.087  -1.465  7.002
H  -1.201  -1.715  5.257
H  -2.000  -0.335  5.999
H  0.279  2.595  5.284
H  0.281  3.734  3.121
H  -0.074  -1.225  3.359
C  0.151  -5.329  0.164
C  -0.628  -4.123  -0.357
C  -0.124  -2.831  0.260
O  -0.584  -4.131  -1.777
P  0.348  -3.355  -2.832
S  0.287  -4.480  -4.441
S  -0.236  -1.433  -3.103
O  1.772  -3.514  -2.041
C  3.008  -2.918  -2.392
C  3.147  -2.650  -3.883
C  3.223  -1.649  -1.577
H  0.104  -5.388  1.250
H  1.188  -5.232  -0.147
H  -0.246  -6.248  -0.258
H  -1.697  -4.241  -0.129
H  0.958  -2.771  0.203
H  -0.424  -2.760  1.304
H  -0.531  -1.974  -0.272
H  3.756  -3.671  -2.085
H  2.461  -1.856  -4.175
H  2.906  -3.542  -4.457
H  4.167  -2.345  -4.107
H  2.498  -0.879  -1.850
H  4.225  -1.262  -1.753
H  3.113  -1.860  -0.516

=====

[10]
A cluster of 2 separate species, C3H5O3 in total at a distorted geometry. Source: the OMol25 dataset; level of theory: ωB97M-V/def2-TZVPD.

Values from the calculation:
**Net charge**: -1
**Molar mass**: 89.1 g/mol
**Kohn-Sham gap**: 7.973 eV
**Total energy**: -343.06834 hartree
**Spin multiplicity**: 1

Element x y z (Å)
O  -3.109  -0.058  -1.487
C  -2.049  -0.561  -1.176
C  -0.788  0.182  -0.965
H  -2.110  -1.618  -0.857
H  -0.770  1.185  -1.420
H  -0.725  0.550  0.073
H  0.176  -0.331  -0.997
O  1.388  0.166  0.899
C  2.381  0.151  1.674
O  3.123  -0.786  2.008
H  2.483  1.120  2.247

=====

[11]
A structure of composition C4H6CuO2 at a distorted geometry. Source: the OMol25 dataset; level of theory: ωB97M-V/def2-TZVPD.

Values from the calculation:
**Net charge**: 0
**Molar mass**: 149.6 g/mol
**Kohn-Sham gap (spin up / spin down)**: 7.087 / 6.558 eV
**Total energy**: -1946.77436 hartree
**Spin multiplicity**: 2

Element x y z (Å)
O  -2.605  0.925  -1.262
C  -1.332  0.466  -1.442
C  -0.487  0.091  -0.489
C  0.918  -0.156  -0.233
C  1.466  -0.111  1.226
O  0.865  -0.971  2.088
Cu  -1.172  -1.192  1.795
H  -2.888  0.767  -0.353
H  -1.087  0.359  -2.507
H  1.552  0.444  -0.906
H  0.774  -1.274  -0.564
H  1.435  0.964  1.535
H  2.560  -0.311  1.110

=====

[12]
A cluster of 2 separate species, H4O2 in total. Source: the OMol25 dataset; level of theory: ωB97M-V/def2-TZVPD.

Values from the calculation:
**Net charge**: 0
**Molar mass**: 36.0 g/mol
**Kohn-Sham gap**: 11.998 eV
**Total energy**: -152.87246 hartree
**SMILES**: O.O
**Spin multiplicity**: 1

Element x y z (Å)
O  0.767  0.219  1.410
H  0.833  -0.162  0.534
H  -0.011  -0.189  1.791
O  -0.189  -0.142  -1.292
H  -1.071  -0.486  -1.437
H  -0.329  0.761  -1.006